[1]
Computed, not measured: a 3-piece molecular cluster, C23H50FN6O3P overall in a non-equilibrium geometry, with wB97M-V/def2-TZVPD.

Each line ends with the Löwdin charge.
Positions of all 84 atoms, in Å:
C1 -1.934 -2.209 3.849  -0.085
C2 -0.301 -1.863 3.746  -0.221
O1 0.012 -0.483 4.137  -0.188
C3 0.253 0.398 2.986  -0.363
C4 -0.810 0.202 1.737  -0.073
N1 -1.605 -0.161 0.751  0.155
C5 0.151 1.953 3.590  -0.295
C6 -0.879 1.816 4.901  -0.089
N2 -1.695 1.853 5.934  0.117
C7 1.566 2.516 4.193  -0.153
C8 1.383 3.706 5.342  -0.272
N3 1.680 3.104 6.698  -0.053
C9 -0.486 3.028 2.530  -0.134
C10 -2.147 3.185 2.659  -0.168
C11 -2.835 3.869 1.332  -0.148
F1 -1.877 4.439 0.356  -0.139
P1 2.007 0.032 2.221  0.788
N4 3.021 -0.465 3.419  -0.205
O2 2.609 1.411 1.331  -0.243
O3 1.953 -1.310 1.070  -0.263
H1 -2.318 -2.844 2.943  0.084
H2 -2.464 -1.144 3.753  0.082
H3 -2.230 -2.620 4.904  0.082
H4 0.194 -2.562 4.579  0.142
H5 0.156 -2.215 2.729  0.118
H6 2.167 1.649 4.747  0.119
H7 2.276 3.005 3.367  0.128
H8 2.237 4.516 5.147  0.121
H9 0.369 4.283 5.262  0.109
H10 1.448 2.089 6.757  0.064
H11 1.222 3.619 7.482  0.074
H12 -0.133 2.889 1.412  0.134
H13 -0.069 4.098 2.855  0.136
H14 -2.658 2.113 2.773  0.115
H15 -2.435 3.851 3.595  0.121
H16 -3.571 4.729 1.695  0.127
H17 -3.549 3.056 0.828  0.121
H18 3.350 -1.447 3.231  -0.003
H19 3.600 1.490 1.533  0.103
H20 2.931 -1.392 0.785  0.090
C12 7.044 -2.560 -2.479  -0.094
C13 5.839 -3.488 -2.606  -0.271
N5 4.572 -2.899 -2.161  -0.194
C14 3.481 -3.879 -2.078  -0.253
C15 3.013 -4.528 -3.377  -0.091
C16 4.205 -1.620 -2.773  -0.257
C17 4.051 -1.581 -4.289  -0.089
H21 7.188 -2.233 -1.444  0.077
H22 7.952 -3.091 -2.790  0.075
H23 6.955 -1.677 -3.117  0.063
H24 6.052 -4.370 -1.988  0.118
H25 5.779 -3.838 -3.641  0.095
H26 2.616 -3.416 -1.586  0.108
H27 3.795 -4.677 -1.395  0.108
H28 2.389 -3.853 -3.964  0.056
H29 2.397 -5.404 -3.148  0.073
H30 3.844 -4.869 -3.999  0.068
H31 4.953 -0.871 -2.485  0.099
H32 3.275 -1.251 -2.316  0.113
H33 4.834 -2.146 -4.806  0.072
H34 4.106 -0.546 -4.641  0.074
H35 3.079 -1.970 -4.602  0.057
C18 -6.076 -1.390 -2.427  -0.095
C19 -5.091 -0.283 -2.060  -0.271
N6 -4.065 -0.025 -3.076  -0.188
C20 -3.004 0.875 -2.604  -0.247
C21 -3.391 2.312 -2.270  -0.092
C22 -4.552 0.254 -4.429  -0.254
C23 -5.480 1.449 -4.612  -0.094
H36 -5.559 -2.338 -2.610  0.078
H37 -6.778 -1.547 -1.599  0.073
H38 -6.671 -1.138 -3.308  0.062
H39 -4.594 -0.595 -1.132  0.115
H40 -5.658 0.622 -1.823  0.092
H41 -2.191 0.894 -3.343  0.113
H42 -2.555 0.428 -1.709  0.077
H43 -3.529 2.913 -3.169  0.056
H44 -2.587 2.785 -1.697  0.060
H45 -4.299 2.371 -1.664  0.062
H46 -5.066 -0.640 -4.803  0.099
H47 -3.694 0.367 -5.109  0.116
H48 -6.226 1.530 -3.815  0.070
H49 -6.021 1.357 -5.560  0.071
H50 -4.919 2.387 -4.659  0.055

Summary:
SMILES: CCO[C@@](C#N)([C@@](C#N)(CCN)CCCF)P(=N)(O)O.CCN(CC)CC.CCN(CC)CC
Net charge: 0
Lowest unoccupied orbital energy (eV): -0.1123
Orbital gap (eV): 7.83
E_HOMO (eV): -7.9

---

[2]
Computed, not measured: C4H7NO as an isolated structure in a non-equilibrium geometry, with wB97M-V/def2-TZVPD.

Each line ends with the Löwdin charge.
Positions of all 13 atoms, in Å:
C1 1.088 -1.024 0.664  -0.064
C2 0.542 0.386 0.492  -0.527
N1 0.822 0.995 -0.765  0.149
C3 -0.879 0.632 0.034  -0.097
C4 -1.558 -0.314 -0.875  0.008
O1 -1.925 0.563 -2.090  -0.163
H1 0.953 -1.605 -0.254  0.075
H2 0.619 -1.540 1.511  0.080
H3 2.170 -0.984 0.843  0.077
H4 0.704 1.000 1.392  0.133
H5 0.774 2.022 -0.677  0.073
H6 -1.521 1.286 0.652  0.132
H7 -1.790 -1.416 -0.928  0.123

Summary:
Energy relative to the best compared isomer or geometry (same formula, charge and spin) (kcal per mole): 151.8
Net charge: 0
Lowest unoccupied orbital energy (alpha / beta) (eV): -0.8529 / -0.9058
Orbital gap (alpha / beta) (eV): 8.29 / 8.37
E_HOMO (alpha / beta) (eV): -9.1 / -9.3

---

[3]
Computed, not measured: a 3-piece molecular cluster, H5O2S overall in a non-equilibrium geometry, with wB97M-V/def2-TZVPD.

Each line ends with the Löwdin charge.
Positions of all 8 atoms, in Å:
S1 -0.158 -1.886 1.262  -0.276
H1 1.154 -1.594 1.022  -0.471
H2 -1.426 -2.508 -0.900  -0.090
H3 -2.738 -2.720 -0.081  0.003
O1 -2.347 -2.314 -0.864  -0.165
H4 1.104 3.822 -0.388  0.037
H5 2.371 3.206 0.181  0.023
O2 2.040 3.994 -0.232  -0.061

Summary:
Energy relative to the best compared isomer or geometry (same formula, charge and spin) (kcal per mole): 18.3
Net charge: -1
Lowest unoccupied orbital energy (eV): 3.5252
Orbital gap (eV): 6.20
E_HOMO (eV): -2.7

---

[4]
Computed, not measured: C26H27AlCl2N5O5 as an isolated structure in a non-equilibrium geometry, with wB97M-V/def2-TZVPD.

Each line ends with the Löwdin charge.
Positions of all 66 atoms, in Å:
Al1 -0.423 0.229 0.021  0.107
O1 2.190 1.212 -4.578  0.043
C1 2.851 0.038 -4.426  -0.276
C2 3.804 -0.290 -5.382  -0.036
C3 4.545 -1.454 -5.279  -0.115
C4 4.307 -2.325 -4.225  -0.114
C5 3.338 -2.026 -3.291  -0.036
C6 2.592 -0.845 -3.356  -0.099
C7 1.585 -0.588 -2.337  -0.340
O2 1.123 0.705 -2.242  -0.105
N1 1.135 -1.591 -1.663  0.113
N2 0.144 -1.380 -0.794  -0.081
C8 -0.501 -2.485 -0.313  -0.116
C9 -1.704 -2.239 0.302  -0.307
C10 -2.607 -3.213 0.824  -0.093
C11 -3.828 -2.830 1.277  -0.154
C12 -4.187 -1.458 1.248  -0.150
C13 -3.261 -0.554 0.806  -0.210
N3 -2.056 -0.892 0.339  0.020
H1 1.630 1.312 -3.780  0.078
H2 3.961 0.401 -6.199  0.108
H3 5.306 -1.666 -6.017  0.090
H4 4.899 -3.225 -4.132  0.090
H5 3.124 -2.690 -2.469  0.105
H6 -0.093 -3.465 -0.512  0.099
H7 -2.300 -4.249 0.840  0.100
H8 -4.531 -3.551 1.670  0.087
H9 -5.161 -1.139 1.586  0.074
H10 -3.477 0.511 0.811  0.092
C14 3.528 1.915 -1.399  -0.034
C15 2.500 1.540 -0.319  -0.574
C16 2.369 2.684 0.694  -0.056
C17 2.961 0.282 0.416  -0.037
C18 1.087 1.339 -0.912  -0.175
H11 4.413 2.360 -0.943  0.080
H12 3.117 2.629 -2.114  0.084
H13 3.845 1.026 -1.944  0.078
H14 3.258 2.754 1.321  0.084
H15 1.507 2.487 1.332  0.073
H16 2.226 3.637 0.179  0.075
H17 3.969 0.405 0.813  0.087
H18 2.962 -0.564 -0.265  0.076
H19 2.285 0.066 1.242  0.061
H20 0.763 2.352 -1.222  0.100
Cl1 -2.379 0.994 3.649  0.619
C19 -1.088 -0.162 3.942  -0.975
Cl2 -1.701 -1.821 3.790  0.666
C20 0.101 -0.023 2.947  -0.686
O3 1.199 -0.303 3.371  0.076
O4 -0.197 0.356 1.770  0.012
H21 -0.736 -0.039 4.966  0.059
N4 -1.538 5.600 -0.324  0.173
C21 -2.468 5.135 -1.215  -0.500
O5 -3.295 5.883 -1.717  0.055
C22 -2.397 3.692 -1.491  -0.097
C23 -2.980 3.175 -2.676  0.037
C24 -2.843 1.828 -2.942  -0.011
C25 -2.176 1.017 -2.041  -0.037
N5 -1.683 1.495 -0.883  0.051
C26 -1.784 2.790 -0.634  -0.042
H22 -1.526 6.588 -0.139  0.111
H23 -0.725 5.059 -0.095  0.091
H24 -3.491 3.855 -3.338  0.122
H25 -3.241 1.401 -3.850  0.114
H26 -2.020 -0.039 -2.206  0.133
H27 -1.373 3.098 0.319  0.137

Summary:
Net charge: -1
Lowest unoccupied orbital energy (eV): 1.6531
Orbital gap (eV): 3.82
E_HOMO (eV): -2.2

---

Question: Look up the net charge of the third one.
Answer: -1

---

Question: Look up the net charge of the fourth one.
Answer: -1

---

Question: Number 1 is which compound?
Answer: C23H50FN6O3P